The following is a quantum chemistry calculation of one molecule with the formula C4H6OS in a non-equilibrium geometry, from OMol25.

XYZ file:
```
12
Properties=species:S:1:pos:R:3:mulliken_charge:R:1
C -1.78 0.11 -0.49 -0.467
C 0.13 -0.50 0.33 0.130
C 1.54 -0.40 0.53 -0.534
C 0.89 0.82 -0.10 -0.295
H -2.10 0.02 -1.49 0.377
H -2.47 0.27 0.43 0.310
H -0.20 -0.41 1.33 0.313
H 2.26 -0.96 -0.15 0.202
H 1.86 -0.53 1.50 0.278
H 1.28 0.62 -1.03 0.213
O -0.74 -0.84 -0.54 -0.409
S -0.67 1.80 -0.31 -0.119
```

Its multiplicity is 1. The HOMO-LUMO gap is 9.43 eV. For the total energy, the calculation gives -629.24165 hartree. The HOMO energy is -8.597 eV. The SMILES is C1O[C@H]2C[C@@H]2S1.


The following is a quantum chemistry calculation of a 15-piece molecular cluster, C79H190N12O15 overall in a non-equilibrium geometry, from OMol25.

XYZ file:
```
296
Properties=species:S:1:pos:R:3:mulliken_charge:R:1
C -7.87 -1.06 -2.32 -2.104
C -6.58 -1.82 -2.44 2.174
C -6.25 -2.62 -1.22 -1.629
C -5.04 -3.53 -1.33 1.793
C -5.29 -4.50 -2.42 -1.894
C -5.64 -3.83 -3.72 2.906
N -6.70 -2.81 -3.56 0.017
O -6.96 -2.19 -4.83 -0.593
C -4.45 -3.36 -4.53 -1.843
C -6.33 -4.97 -4.51 -2.113
C -5.43 -0.79 -2.68 -1.139
H -8.08 -0.53 -3.27 0.365
H -7.84 -0.34 -1.47 0.302
H -8.70 -1.77 -2.06 0.413
H -6.16 -1.95 -0.36 0.413
H -7.13 -3.26 -0.91 0.364
H -4.85 -3.98 -0.38 -0.935
H -3.97 -3.09 -1.57 -0.811
H -6.03 -5.27 -2.06 0.407
H -4.46 -5.21 -2.61 0.571
H -3.94 -2.43 -4.20 0.116
H -3.79 -4.18 -4.60 0.535
H -4.79 -3.20 -5.57 0.547
H -6.43 -4.79 -5.62 0.274
H -5.89 -5.97 -4.32 0.335
H -7.31 -4.97 -4.10 0.585
H -4.48 -1.26 -2.90 -0.494
H -5.24 -0.19 -1.78 0.176
H -5.63 -0.12 -3.47 0.951
H -6.19 -1.64 -5.05 0.429
C 6.32 -0.72 -1.61 -2.196
C 5.52 -2.05 -1.47 1.884
C 4.92 -2.33 -2.81 -0.891
C 4.31 -3.67 -2.84 0.432
C 5.36 -4.75 -2.49 -1.702
C 6.00 -4.58 -1.11 2.345
N 6.48 -3.17 -1.09 0.073
O 6.96 -2.76 0.21 -0.399
C 5.14 -4.98 0.03 -1.546
C 7.27 -5.38 -1.07 -2.075
C 4.36 -1.78 -0.47 0.027
H 6.70 -0.42 -0.67 0.417
H 5.64 0.03 -1.96 0.170
H 7.16 -0.76 -2.32 0.569
H 4.14 -1.54 -3.01 -0.339
H 5.69 -2.26 -3.59 0.556
H 3.84 -3.87 -3.81 0.528
H 3.38 -3.79 -2.13 -0.704
H 6.16 -4.67 -3.29 0.242
H 4.82 -5.72 -2.56 0.512
H 4.14 -4.48 0.05 0.047
H 4.93 -6.03 -0.06 0.577
H 5.63 -4.81 0.98 0.109
H 8.00 -4.98 -1.78 0.492
H 7.69 -5.24 -0.08 0.390
H 7.04 -6.50 -1.21 0.323
H 3.94 -0.80 -0.74 0.189
H 4.72 -1.72 0.55 -0.240
H 3.53 -2.49 -0.39 -0.262
H 7.93 -2.72 0.00 0.352
C 0.96 -0.32 -0.96 0.345
C 0.73 0.31 0.48 2.496
C 0.54 1.79 0.25 -0.172
C -0.87 2.02 -0.33 0.781
C -1.97 1.45 0.59 0.209
C -1.72 -0.07 0.94 2.149
N -0.36 -0.21 1.36 -0.094
O -0.05 -1.64 1.62 2.802
C -2.69 -0.47 2.09 -1.208
C -2.20 -0.99 -0.31 -1.418
C 2.05 0.23 1.22 -1.391
H 1.08 -1.40 -0.90 -0.717
H 1.82 0.12 -1.43 0.130
H 0.09 -0.05 -1.60 -0.916
H 0.53 2.33 1.21 -1.196
H 1.30 2.20 -0.44 0.883
H -0.87 1.38 -1.20 -0.925
H -1.05 3.12 -0.51 0.319
H -2.89 1.49 0.00 0.081
H -2.22 1.93 1.60 -1.669
H -2.66 -1.57 2.27 0.110
H -2.32 -0.09 3.08 -0.840
H -3.73 -0.23 1.87 0.620
H -3.32 -1.06 -0.24 0.156
H -1.92 -0.64 -1.28 0.527
H -1.89 -2.00 -0.26 -0.458
H 2.49 -0.74 1.27 -0.745
H 1.98 0.54 2.24 -0.001
H 2.75 0.92 0.72 0.523
H 0.21 -1.73 2.55 -0.960
C 4.44 1.26 -4.56 -3.016
C 3.62 2.45 -5.01 2.996
C 4.57 3.59 -5.19 -1.373
C 3.85 4.79 -5.87 -0.001
C 3.35 4.32 -7.20 -1.740
C 2.49 3.06 -7.19 2.089
N 3.16 2.08 -6.35 -0.259
O 2.16 1.03 -6.21 -0.176
C 1.02 3.39 -6.89 -1.531
C 2.59 2.47 -8.70 -1.906
C 2.56 2.72 -3.99 -1.523
H 5.23 1.07 -5.27 0.580
H 3.83 0.33 -4.44 0.353
H 4.79 1.37 -3.56 0.549
H 5.05 3.98 -4.27 0.410
H 5.44 3.28 -5.85 0.333
H 4.60 5.59 -5.94 0.434
H 3.06 5.12 -5.23 -0.219
H 4.16 4.27 -7.92 0.482
H 2.76 5.11 -7.74 0.428
H 0.55 3.45 -7.88 0.620
H 0.53 2.55 -6.45 -0.012
H 0.75 4.33 -6.40 0.271
H 3.64 2.26 -8.93 0.469
H 1.96 1.54 -8.81 0.279
H 2.28 3.23 -9.39 0.483
H 2.99 3.34 -3.20 0.590
H 2.09 1.85 -3.53 -0.168
H 1.80 3.40 -4.44 0.213
H 2.65 0.29 -6.60 0.269
C -4.02 0.07 5.80 -1.612
C -4.16 1.67 5.64 1.560
C -2.75 2.20 5.21 -0.431
C -2.79 3.58 4.69 0.180
C -3.75 3.69 3.54 -0.592
C -5.18 3.27 3.88 1.861
N -5.10 1.92 4.50 0.267
O -6.43 1.39 4.84 -0.521
C -5.99 4.28 4.66 -2.106
C -5.96 3.16 2.50 -1.715
C -4.49 2.27 7.01 -1.686
H -4.94 -0.23 6.24 0.535
H -3.12 -0.14 6.35 0.178
H -3.98 -0.48 4.85 0.208
H -2.16 2.07 6.06 0.960
H -2.30 1.57 4.47 -0.659
H -1.86 4.02 4.32 -0.421
H -3.15 4.21 5.53 0.376
H -3.40 3.13 2.68 -0.317
H -3.82 4.79 3.20 0.501
H -7.07 3.97 4.81 0.470
H -5.56 4.46 5.61 0.355
H -6.12 5.20 4.10 0.454
H -5.60 3.97 1.81 0.315
H -5.80 2.19 2.06 0.320
H -7.06 3.33 2.71 0.329
H -5.42 1.91 7.48 0.358
H -4.53 3.37 6.95 0.339
H -3.70 2.04 7.71 0.462
H -6.72 1.96 5.58 0.382
C 3.32 -4.72 4.92 -1.369
C 4.09 -3.53 4.29 0.382
C 5.48 -3.90 3.72 -0.476
O 6.28 -4.17 4.87 -0.387
C 7.55 -4.51 4.54 -0.850
N 3.16 -2.94 3.20 0.053
H 4.00 -5.35 5.45 0.552
H 2.81 -5.25 4.12 0.246
H 2.54 -4.28 5.63 0.130
H 4.30 -2.75 5.05 0.284
H 5.96 -3.05 3.19 0.349
H 5.46 -4.73 2.95 0.320
H 8.22 -3.72 4.21 0.282
H 7.64 -5.31 3.83 0.342
H 8.03 -4.71 5.53 0.316
H 2.89 -3.69 2.64 -0.107
H 3.67 -2.25 2.66 -0.317
C 2.00 6.68 -2.71 -1.726
C 1.59 6.22 -1.38 0.444
C 0.11 6.58 -1.10 -1.037
O -0.14 6.54 0.32 0.074
C -1.47 6.89 0.52 -0.372
N 1.82 4.78 -1.10 -0.203
H 3.01 6.30 -2.82 0.399
H 2.02 7.77 -2.83 0.491
H 1.43 6.24 -3.51 0.225
H 2.17 6.84 -0.64 0.365
H -0.48 5.90 -1.69 0.270
H -0.07 7.60 -1.36 0.742
H -1.74 7.89 0.03 0.307
H -1.64 6.99 1.60 -0.098
H -2.20 6.10 0.14 0.057
H 1.62 4.74 -0.15 0.158
H 1.11 4.24 -1.58 -0.123
C 2.31 3.60 3.93 -1.380
C 1.35 4.56 3.22 2.089
C 0.65 5.42 4.22 -1.698
O -0.13 6.51 3.66 -0.126
C -0.72 7.24 4.66 -0.902
N 2.07 5.41 2.30 -0.578
H 1.78 3.04 4.73 0.252
H 3.13 4.14 4.47 0.505
H 2.70 2.87 3.18 0.084
H 0.60 3.95 2.72 -0.825
H 1.43 5.95 4.75 0.645
H 0.04 4.95 4.93 0.639
H 0.02 7.90 5.15 0.311
H -1.24 6.59 5.37 0.356
H -1.47 7.93 4.19 0.235
H 1.47 6.14 2.02 0.151
H 2.79 5.88 2.80 0.326
C -1.12 -6.69 5.88 -1.706
C -0.52 -5.52 5.05 0.988
C -0.25 -5.93 3.57 -0.422
O 0.65 -6.96 3.42 -0.473
C 0.71 -7.38 2.08 -0.316
N -1.61 -4.48 4.81 -0.569
H -2.05 -7.00 5.43 0.347
H -1.48 -6.25 6.80 0.522
H -0.43 -7.52 6.08 0.331
H 0.29 -5.15 5.62 -0.066
H 0.02 -5.02 2.92 0.017
H -1.25 -6.21 3.38 0.280
H 1.69 -7.93 1.94 0.251
H 0.94 -6.44 1.46 -0.119
H -0.12 -8.03 1.73 0.321
H -1.20 -3.56 4.93 -0.174
H -2.33 -4.59 5.56 0.256
C -3.52 0.00 -8.26 -1.599
C -3.30 -0.62 -6.93 0.503
C -2.05 0.00 -6.40 -0.994
O -1.75 -0.57 -5.18 0.096
C -0.34 -0.68 -4.84 -0.071
N -4.43 -0.37 -6.00 -0.237
H -2.79 -0.31 -9.05 0.368
H -3.50 1.11 -8.23 0.338
H -4.55 -0.30 -8.56 0.419
H -3.19 -1.64 -6.96 0.308
H -2.28 1.05 -6.32 0.225
H -1.24 0.01 -7.13 0.637
H -0.01 -1.58 -5.36 0.393
H -0.32 -0.81 -3.73 -0.264
H 0.18 0.24 -5.17 -0.198
H -4.13 -0.53 -5.09 -0.247
H -4.74 0.57 -5.99 0.263
C -5.71 3.16 -1.60 -0.793
C -4.56 4.08 -1.86 2.408
C -4.25 4.06 -3.37 -1.116
O -3.77 2.87 -3.83 -0.221
C -2.49 2.65 -3.25 -0.367
N -4.80 5.50 -1.38 -0.719
H -5.79 2.95 -0.52 -0.131
H -5.61 2.24 -2.11 -0.070
H -6.66 3.69 -1.84 0.542
H -3.71 3.72 -1.29 -0.923
H -3.60 4.91 -3.68 0.367
H -5.23 4.26 -3.92 0.214
H -1.94 2.00 -3.85 -0.127
H -2.58 2.14 -2.27 0.039
H -1.94 3.59 -3.17 0.378
H -5.68 5.89 -1.74 0.283
H -4.07 6.10 -1.67 0.226
C 5.49 1.57 2.24 -0.806
C 6.72 2.37 2.72 0.215
C 7.42 1.64 3.82 -0.806
O 6.44 1.21 4.80 -0.324
C 6.70 -0.06 5.35 -0.404
N 7.69 2.75 1.69 -0.729
H 4.74 1.48 3.04 0.236
H 5.68 0.57 1.83 0.127
H 4.92 2.11 1.46 0.429
H 6.27 3.28 3.27 0.201
H 8.17 2.29 4.25 0.293
H 7.94 0.78 3.37 0.338
H 6.03 -0.20 6.24 0.264
H 7.70 -0.17 5.76 0.325
H 6.47 -0.80 4.56 0.022
H 8.02 1.88 1.26 0.277
H 7.23 3.18 0.90 0.346
C -0.35 -0.66 5.63 -0.660
C 0.98 -1.10 5.22 0.032
O 0.77 -2.21 4.29 0.581
H -1.01 -1.36 6.18 0.367
H -0.96 -0.45 4.72 -0.196
H -0.39 0.32 6.13 0.446
H 1.61 -1.55 6.07 0.414
H 1.58 -0.29 4.68 -0.063
H 1.69 -2.43 3.97 -0.291
C -5.02 -5.84 1.32 -1.187
C -4.08 -5.84 2.50 -0.222
O -3.23 -4.73 2.36 -0.056
H -4.31 -5.98 0.54 0.345
H -5.64 -4.93 1.36 0.161
H -5.73 -6.73 1.41 0.350
H -3.54 -6.78 2.50 0.292
H -4.62 -5.76 3.44 0.372
H -2.66 -4.71 3.16 0.178
C -0.44 -4.35 -1.24 -1.294
C 1.05 -4.18 -0.95 0.240
O 1.33 -3.83 0.34 0.825
H -1.08 -3.48 -1.26 -0.129
H -0.85 -5.11 -0.55 0.238
H -0.50 -4.82 -2.20 0.690
H 1.54 -3.57 -1.74 -0.075
H 1.37 -5.23 -1.11 0.485
H 0.92 -2.98 0.66 -0.741
```

Its multiplicity is 1. The HOMO-LUMO gap is 8.42 eV. For the total energy, the calculation gives -4909.16047 hartree. The HOMO energy is -7.980 eV.


The following is a quantum chemistry calculation of C5H10O3 as an isolated structure in a non-equilibrium geometry, from OMol25.

XYZ file:
```
18
Properties=species:S:1:pos:R:3:mulliken_charge:R:1
C 0.99 1.69 -0.18 -0.633
C 0.33 -0.43 0.23 0.952
C 1.38 -1.40 0.08 -0.653
C -0.90 -0.71 -0.32 -0.686
C -2.19 0.20 -0.34 -0.376
H -0.08 1.77 -0.59 0.208
H 1.31 2.62 0.33 0.244
H 1.68 1.51 -0.84 0.315
H 1.49 -2.27 -0.65 0.330
H 1.33 -1.54 1.17 0.345
H 2.82 -0.29 0.98 0.391
H -1.04 -1.70 -0.70 0.355
H -2.66 0.15 -1.50 0.217
H -1.92 1.31 -0.14 0.215
H -2.77 -0.57 1.32 0.326
O 0.86 0.65 0.83 -0.460
O 2.58 -0.62 -0.16 -0.590
O -3.21 -0.37 0.48 -0.497
```

Its multiplicity is 1. The HOMO-LUMO gap is 9.48 eV. For the total energy, the calculation gives -422.04602 hartree. The HOMO energy is -9.016 eV.


The following is a quantum chemistry calculation of one molecule with the formula C4H6N4 in a non-equilibrium geometry, from OMol25.

XYZ file:
```
14
Properties=species:S:1:pos:R:3:mulliken_charge:R:1
C -1.55 -0.99 0.19 -0.413
C -0.16 -1.79 0.04 -0.431
C 0.23 0.63 -0.14 0.321
C 1.16 1.02 0.91 -0.197
H -1.83 -0.71 1.32 0.254
H -2.43 -1.52 -0.44 0.248
H -0.35 -2.62 -0.71 0.198
H 0.56 -1.75 0.75 0.367
H 0.79 0.95 2.00 0.246
H 0.24 1.28 -1.91 0.232
N -0.41 -0.49 -0.67 -0.299
N 1.81 2.08 0.44 -0.151
N 1.45 2.42 -0.70 -0.670
N 0.50 1.49 -1.05 0.295
```

Its multiplicity is 1. The HOMO-LUMO gap is 9.94 eV. For the total energy, the calculation gives -374.87231 hartree. The HOMO energy is -9.115 eV. The SMILES is c1nn[nH]c1N1CC1.


The following is a quantum chemistry calculation of a 14-piece molecular cluster, C5H40NO15 overall in a non-equilibrium geometry, from OMol25.

XYZ file:
```
61
Properties=species:S:1:pos:R:3:lowdin_spin:R:1
O -1.58 -2.04 2.81 0.002
C -1.44 -1.86 1.44 0.006
C -0.21 -1.03 1.04 0.017
C 1.11 -1.65 1.55 0.004
C 1.79 -2.69 0.64 0.007
C 2.61 -2.06 -0.47 0.031
N -0.48 0.31 1.57 0.007
H -2.40 -1.44 1.12 0.002
H -0.19 -0.96 -0.06 0.021
H 0.95 -2.12 2.52 0.000
H 1.83 -0.85 1.73 0.002
H 2.40 -3.35 1.25 0.001
H 1.03 -3.36 0.24 0.003
H 3.43 -1.48 -0.03 0.005
H 2.04 -1.37 -1.08 0.016
H 3.06 -2.80 -1.13 0.009
H 0.11 1.00 1.12 0.012
H -0.06 -0.69 5.25 0.000
H -0.36 0.32 2.57 0.001
H -1.44 -2.86 -2.15 0.005
H -2.52 -1.80 -1.60 0.003
O -2.34 -2.83 -1.60 0.014
H 1.78 1.70 2.62 0.001
H 2.45 1.62 4.03 0.000
O 1.64 1.39 3.55 0.004
H -3.79 1.02 1.45 0.002
H -2.21 0.75 1.34 0.001
O -3.04 0.99 0.84 0.007
H 1.08 -0.33 -4.07 0.097
H 0.10 0.35 -3.02 0.023
O 0.82 -0.31 -3.12 0.179
H -0.93 3.93 -0.19 0.002
H -0.10 5.18 0.24 0.002
O 0.01 4.25 -0.02 0.011
H 3.54 1.54 -1.74 0.025
H 2.19 0.79 -2.04 0.026
O 2.59 1.55 -1.53 0.075
H 1.19 3.14 0.74 0.003
H 2.20 2.06 0.17 0.009
O 1.82 2.42 1.01 0.021
H 1.57 2.88 -2.26 0.010
H 0.48 3.85 -1.72 0.004
O 0.77 3.38 -2.54 0.040
H -2.61 2.50 -0.13 0.002
H -1.92 2.59 -1.54 0.008
O -2.23 3.13 -0.78 0.018
H 0.89 -0.15 4.07 0.000
H -0.82 -1.67 3.33 0.000
O 0.28 -0.88 4.36 0.001
H 0.55 -3.31 -2.22 0.011
H 0.20 -1.92 -2.89 0.018
O -0.14 -2.86 -2.75 0.052
H -2.87 0.08 -0.66 0.003
H -2.09 0.31 -2.04 0.012
O -2.64 -0.33 -1.53 0.031
H -1.60 1.92 -3.67 0.030
H -0.37 2.35 -2.74 0.010
O -1.12 1.64 -2.86 0.084
H -1.62 -3.84 1.40 0.000
H -2.03 -2.97 -0.63 0.002
O -1.36 -3.15 0.78 0.006
```

Its multiplicity is 2. The HOMO-LUMO gap (spin up / spin down) is 2.67 / 10.27 eV. For the total energy, the calculation gives -1397.84290 hartree. The HOMO energy (spin up / spin down) is -2.510 / -10.196 eV.


The following is a quantum chemistry calculation of C13H23N4O2Re as an isolated structure in a non-equilibrium geometry, from OMol25.

XYZ file:
```
43
Properties=species:S:1:pos:R:3:lowdin_spin:R:1
Re 0.26 0.44 0.13 2.601
N 0.19 1.39 -1.87 0.036
C 1.54 1.14 -2.43 0.013
C 2.59 1.68 -1.46 0.008
N 2.39 1.13 -0.08 0.007
C 2.70 2.19 0.92 0.003
C 1.49 3.10 1.09 0.009
N 0.34 2.23 1.40 0.028
C 3.24 -0.07 0.16 0.014
C 2.79 -0.82 1.42 0.004
N 1.33 -1.09 1.35 0.035
H -0.50 0.92 -2.46 0.005
H -0.03 2.39 -1.91 0.008
H 1.66 1.62 -3.41 0.001
H 1.66 0.06 -2.58 0.003
H 2.53 2.76 -1.42 0.000
H 3.60 1.43 -1.82 0.000
H 3.59 2.76 0.62 -0.001
H 2.92 1.72 1.88 0.000
H 1.27 3.67 0.18 0.000
H 1.69 3.82 1.89 0.000
H -0.53 2.77 1.35 0.004
H 0.42 1.94 2.38 0.007
H 4.29 0.22 0.26 0.002
H 3.15 -0.73 -0.71 0.002
H 3.00 -0.24 2.32 0.000
H 3.35 -1.75 1.49 -0.001
H 0.99 -1.31 2.29 0.008
H 1.18 -1.93 0.78 0.006
O -1.78 0.10 0.46 0.060
C -1.80 -1.02 -0.16 0.000
O -0.70 -1.35 -0.69 0.033
C -3.04 -1.81 -0.19 0.024
C -3.09 -3.15 -0.59 0.016
C -4.29 -3.84 -0.57 0.005
C -5.45 -3.27 -0.05 0.037
C -5.40 -1.93 0.32 0.002
C -4.20 -1.23 0.32 0.018
H -2.18 -3.67 -0.88 0.000
H -4.35 -4.85 -0.98 0.000
H -6.38 -3.82 0.00 0.002
H -6.32 -1.41 0.56 0.000
H -4.14 -0.23 0.73 0.000
```

Its multiplicity is 4. The HOMO-LUMO gap (spin up / spin down) is 6.23 / 4.57 eV. For the total energy, the calculation gives -955.94186 hartree. Its charge is +3. The HOMO energy (spin up / spin down) is -17.403 / -17.390 eV.


The following is a quantum chemistry calculation of a 2-piece molecular cluster, C5H15N3 overall in a non-equilibrium geometry, from OMol25.

XYZ file:
```
23
Properties=species:S:1:pos:R:3:mulliken_charge:R:1
C 1.62 1.45 -0.35 -0.819
C 3.11 0.17 1.17 -1.051
C 2.90 -0.82 -0.99 -1.146
C -3.71 -0.88 -0.10 -0.797
C 2.59 0.30 -0.05 0.989
N -2.81 0.92 1.08 -0.577
N -1.43 -0.36 -0.30 -0.496
N -2.74 0.20 -0.15 -0.017
H 1.94 2.06 -1.27 0.263
H 0.65 1.10 -0.58 0.034
H 1.63 2.22 0.43 0.313
H 3.04 0.97 1.87 0.287
H 3.60 -0.72 1.46 0.287
H -1.47 -1.40 0.02 0.257
H 3.74 -0.72 -1.64 0.290
H 3.12 -1.75 -0.33 0.272
H 2.10 -1.06 -1.63 0.304
H -3.40 -1.85 0.57 0.269
H -4.67 -0.47 0.33 0.286
H -3.82 -1.33 -1.01 0.343
H -2.46 1.84 0.84 0.239
H -2.28 0.53 1.90 0.243
H -1.28 -0.38 -1.25 0.229
```

Its multiplicity is 1. The HOMO-LUMO gap is 9.97 eV. For the total energy, the calculation gives -363.63703 hartree. The HOMO energy is -9.037 eV. The SMILES is C=C(C)C.CN(N)N.


The following is a quantum chemistry calculation of one molecule with the formula C4H8O in a non-equilibrium geometry, from OMol25.

XYZ file:
```
13
Properties=species:S:1:pos:R:3:mulliken_charge:R:1
C 0.60 0.57 1.20 -1.303
C 0.20 0.19 -0.27 0.860
O 1.10 0.67 -1.22 -0.562
C -1.26 0.09 -0.61 -0.605
C -0.45 -1.16 -0.38 -0.859
H -0.01 0.19 2.04 0.366
H 0.52 1.66 1.23 0.322
H 1.64 0.29 1.45 0.329
H 1.71 -0.05 -1.42 0.351
H -2.04 0.39 0.10 0.216
H -1.51 0.34 -1.64 0.270
H -0.19 -1.27 0.67 0.315
H -0.32 -1.92 -1.15 0.300
```

Its multiplicity is 1. The HOMO-LUMO gap is 10.64 eV. For the total energy, the calculation gives -232.37425 hartree. The HOMO energy is -9.646 eV. The SMILES is CC1(O)CC1.